{
  "formula": "C42H42BeO3P2",
  "method": "wB97M-V/def2-TZVPD",
  "elements": ["Be", "C", "C", "C", "C", "C", "C", "C", "C", "C", "H", "H", "H", "H", "H", "H", "H", "H", "H", "H", "H", "H", "H", "H", "H", "P", "P", "C", "C", "C", "C", "C", "C", "C", "C", "C", "C", "C", "C", "C", "C", "C", "C", "C", "C", "C", "C", "C", "C", "C", "C", "C", "C", "H", "H", "H", "H", "H", "H", "H", "H", "H", "H", "H", "H", "H", "H", "H", "H", "H", "H", "H", "H", "H", "H", "O", "C", "C", "C", "C", "C", "C", "C", "O", "O", "H", "H", "H", "H", "H"],
  "positions_angstrom": [[-0.2056, 0.0068, 2.3640], [-2.0047, -5.4955, 0.3278], [-0.9109, -5.1407, -0.3677], [-0.6311, -4.9521, -1.8447], [-0.9603, -3.5811, -2.5529], [-2.3518, -3.0862, -2.3600], [-3.2332, -3.6370, -1.4924], [-3.5550, -5.1247, -1.5270], [-3.4414, -5.6149, -0.0888], [-0.3500, 1.6254, 2.6257], [-1.9068, -5.6546, 1.4238], [-0.0132, -5.0526, 0.2609], [-0.9639, -5.8348, -2.4273], [0.4668, -5.0493, -1.8870], [-0.2652, -2.7790, -2.2053], [-0.7307, -3.7559, -3.6078], [-2.5017, -2.0616, -2.7435], [-3.9998, -3.0999, -0.9020], [-2.8298, -5.6977, -2.0974], [-4.5552, -5.3815, -1.9239], [-4.1052, -4.9530, 0.5053], [-3.8210, -6.6472, 0.1040], [0.2476, 2.2595, 3.2857], [-1.3837, 1.9500, 2.7949], [0.0423, 1.9591, 1.6515], [2.7511, 1.2741, 0.6707], [0.3804, 3.5302, -0.1879], [2.0368, 1.4156, -0.9984], [1.3234, 2.5099, -1.3748], [4.5102, 1.8368, 0.2079], [4.9848, 1.8571, -1.1126], [6.2973, 2.2395, -1.4066], [7.1587, 2.6487, -0.3927], [6.6788, 2.7261, 0.9206], [5.3657, 2.3379, 1.2177], [2.7096, -0.5715, 0.7089], [1.5022, -1.2189, 0.9946], [1.3878, -2.5946, 0.8398], [2.5307, -3.3679, 0.6130], [3.7571, -2.7285, 0.4379], [3.8411, -1.3371, 0.4254], [1.0636, 5.1357, -0.9271], [2.4559, 5.3379, -1.0353], [2.9535, 6.4174, -1.7681], [2.0797, 7.3252, -2.3726], [0.7006, 7.1486, -2.2347], [0.1984, 6.0800, -1.4873], [-1.2730, 3.4517, -1.0095], [-2.3876, 3.9352, -0.2901], [-3.6544, 3.9478, -0.8792], [-3.8367, 3.4608, -2.1769], [-2.7385, 2.9935, -2.8910], [-1.4712, 2.9682, -2.3069], [2.3043, 0.6223, -1.7145], [1.3685, 2.9179, -2.3998], [4.3244, 1.5792, -1.9277], [6.6402, 2.2102, -2.4374], [8.1919, 2.9123, -0.6232], [7.3429, 3.0878, 1.7087], [5.0077, 2.4297, 2.2461], [0.5847, -0.6181, 1.2234], [0.4027, -3.0642, 0.9085], [2.4488, -4.4511, 0.5730], [4.6504, -3.3245, 0.2920], [4.7692, -0.8349, 0.1819], [3.1508, 4.6244, -0.5901], [4.0306, 6.5409, -1.8808], [2.4727, 8.1580, -2.9559], [0.0106, 7.8303, -2.7256], [-0.8797, 5.9606, -1.3924], [-2.2589, 4.3073, 0.7282], [-4.5074, 4.3426, -0.3324], [-4.8270, 3.4442, -2.6295], [-2.8514, 2.6421, -3.9123], [-0.6338, 2.5753, -2.8685], [-4.5756, -1.7746, 1.4669], [-4.0534, -2.2326, 2.6533], [-4.8693, -3.0312, 3.4645], [-4.3190, -4.0553, 4.2237], [-3.1138, -3.7442, 4.8400], [-2.4225, -2.6200, 4.3785], [-2.6898, -2.0858, 3.0797], [-1.6428, -1.3124, 2.5052], [-0.4700, -1.3536, 3.1044], [-1.7265, -0.4788, 1.5324], [-4.2051, -0.8579, 1.3734], [-5.9376, -2.8563, 3.4664], [-4.8167, -4.9908, 4.3949], [-2.6759, -4.2930, 5.6558], [-1.5668, -2.1666, 4.8888]],
  "forces_ev_per_a": [[-1.16, 0.36, 0.97], [-0.08, 0.26, 1.21], [-0.29, -0.27, 0.85], [1.02, 0.10, -0.27], [0.19, -1.62, -0.29], [-0.55, 1.16, 1.32], [-1.25, -0.38, -1.91], [0.58, -0.69, 1.23], [-0.35, -0.37, -0.20], [1.03, 1.08, 0.29], [0.40, 0.18, -0.73], [-0.32, -0.12, -0.31], [-0.13, 0.71, 0.21], [-0.23, 0.14, -0.24], [-0.50, -0.58, -0.08], [0.15, 0.20, -0.09], [0.19, -0.15, 0.88], [0.28, 0.27, -0.98], [-0.26, 0.18, -0.37], [0.36, 0.73, -0.02], [0.54, -0.29, 0.20], [0.30, 0.54, -0.33], [0.19, -0.38, 0.26], [0.03, -0.17, -0.47], [-0.75, 0.25, 0.07], [-0.05, 0.33, 0.03], [0.88, 1.22, -0.48], [-0.81, 0.76, -0.55], [0.96, -0.66, 0.27], [-0.01, -0.15, 0.18], [0.17, -0.07, 0.22], [-0.22, -0.01, 0.14], [-0.26, -0.05, 0.24], [-0.12, -0.10, -0.23], [-0.08, -0.23, -0.22], [0.63, 0.21, 0.18], [0.09, 0.46, -0.49], [-0.27, -0.11, 0.31], [-0.19, 0.54, -0.03], [-0.07, -0.11, -0.02], [-0.42, -0.33, 0.10], [-0.31, -0.06, -0.02], [-0.47, -0.03, -0.20], [-0.17, 0.00, 0.15], [-0.17, -0.21, 0.05], [0.29, -0.03, 0.21], [0.27, 0.10, -0.28], [-0.34, 0.14, 0.08], [0.18, -0.15, -0.38], [0.14, -0.10, -0.10], [0.19, 0.12, 0.16], [0.19, -0.12, 0.14], [-0.32, 0.24, 0.19], [0.32, 0.68, -0.04], [-0.50, -0.88, 0.15], [0.16, -0.07, 0.09], [-0.04, 0.02, 0.14], [-0.31, -0.01, 0.09], [-0.30, -0.12, -0.17], [0.05, -0.14, -0.30], [1.42, -0.91, -1.60], [0.37, 0.16, 0.20], [0.06, 0.18, -0.04], [-0.02, 0.04, -0.09], [0.06, -0.09, 0.11], [-0.14, 0.10, -0.10], [-0.24, -0.01, 0.08], [-0.10, -0.22, 0.13], [0.11, -0.03, 0.14], [0.23, -0.02, -0.08], [0.01, -0.11, -0.25], [0.16, -0.11, -0.01], [0.21, 0.08, 0.12], [-0.07, -0.02, 0.13], [-0.12, 0.05, -0.05], [0.75, 1.69, 1.20], [1.09, -0.58, 0.40], [-0.73, -0.32, -1.33], [0.46, 1.00, 0.84], [0.84, 0.90, -0.48], [0.72, -0.32, -0.88], [-2.48, -0.73, 1.65], [1.36, 1.18, -0.46], [-1.19, -0.03, -0.55], [0.17, -1.37, 1.01], [-0.27, -1.04, -0.49], [-0.19, -0.66, -0.94], [-0.58, 0.05, 0.54], [-0.16, -0.30, 0.11], [-0.17, -0.77, -0.14]],
  "mulliken_charge": [-0.536, -0.398, -0.037, -1.266, -0.367, -0.820, -0.014, -0.621, -0.488, -0.008, 0.306, 0.470, 0.464, 0.386, 0.218, 0.372, 0.368, 0.281, 0.188, 0.434, 0.138, 0.421, 0.466, 0.370, -0.830, -0.092, 0.411, -0.836, -0.946, 0.322, 0.118, -0.724, -0.419, -0.602, -0.548, 0.317, -0.357, -0.420, -0.615, -0.692, -0.336, 0.311, -0.344, -0.597, -0.455, -0.588, -0.377, 0.470, -0.500, -0.688, -0.432, -0.691, 0.045, 0.870, 0.863, 0.392, 0.392, 0.371, 0.355, 0.379, 0.489, 0.448, 0.425, 0.394, 0.383, 0.358, 0.396, 0.360, 0.380, 0.338, 0.354, 0.428, 0.387, 0.369, 0.390, -0.571, 0.541, -0.748, -0.410, -0.550, -0.961, 0.285, 1.707, -0.674, -0.540, 0.331, 0.441, 0.485, 0.431, 0.484],
  "largest_force_ev_per_a": 3.07,
  "total_energy_ha": -2548.6795,
  "orbital_gap_ev": 7.648,
  "e_homo_ev": -7.807,
  "e_above_lowest_ev": 2.206,
  "e_lumo_ha": -0.006
}